A cluster of 11 separate species, C34H90NO11S10 in total at a distorted geometry, computed with ωB97M-V/def2-TZVPD.

Calculated values
2S+1 ... 1
Energy ... -6213.14119 hartree
Net charge ... +1
Energy relative to the best compared isomer or geometry (same formula, charge and spin) ... 0.0 kcal per mole
Kohn-Sham gap ... 7.26 eV
LUMO level ... -2.1 eV

The geometry in XYZ format:
```
146
Properties=species:S:1:pos:R:3:forces:R:3:lowdin_charge:R:1
S 7.02791 -0.90776 -7.35328 0.1060 -0.0617 -0.0895 0.82
S 3.80199 -2.94430 7.33952 -0.1079 -0.0892 0.1374 0.83
S 3.56868 0.55814 3.32304 0.3206 -0.0867 0.0598 0.78
S 0.40405 0.45538 8.29178 0.0173 -0.0346 -0.0126 0.80
S 8.01625 -6.37615 8.11020 0.0495 -0.0613 0.0130 0.80
S -11.18366 -1.90802 -4.19179 -0.0128 -0.0442 0.1054 0.80
S 3.59910 1.93860 -4.24891 1.1508 0.4897 0.0734 0.86
S -0.06773 -0.51297 -3.14331 0.1130 0.1140 -0.5925 0.77
S -6.79612 -3.79565 -2.73245 -0.0523 0.0630 -0.0673 0.80
S -4.92597 -1.11596 1.29297 0.0228 -0.0303 -0.0128 0.82
O -7.98785 -4.50032 -2.17537 -0.0760 0.0198 -0.0490 -0.57
O 2.10269 0.27665 3.37733 -0.0762 0.0856 -0.0938 -0.55
O 4.44400 -1.76318 6.68103 0.0244 0.0340 -0.2020 -0.58
O 6.61540 -6.71222 7.73389 -0.0054 0.0011 -0.0523 -0.56
O -1.32730 -1.28368 -3.28846 -0.1033 -0.0687 0.2262 -0.54
O -9.99592 -1.57012 -5.02625 0.0300 -0.0215 -0.0263 -0.56
O 3.18696 3.90402 0.76212 -0.2528 0.1145 0.0158 -0.09
O -0.99074 0.09451 8.64992 -0.0176 0.0331 -0.0395 -0.55
O 2.17361 1.48514 -4.24678 1.5240 2.2083 0.8895 -0.58
O 6.59230 0.45258 -6.92245 -0.1885 -0.0109 0.1204 -0.57
O -5.60366 -0.44265 0.15113 0.0534 0.0878 0.1310 -0.55
N 0.98405 3.20756 -0.51313 -0.1141 -0.3339 0.0262 0.12
C -6.04142 -1.03142 2.69822 -0.0516 0.0309 0.0378 -0.26
C 6.95290 -0.92535 -9.14646 -0.0056 0.0023 -0.0499 -0.26
C -12.63961 -1.50238 -5.16423 -0.0294 -0.0169 -0.0710 -0.27
C -3.15926 1.24497 -1.97782 -0.4237 -0.1485 0.2988 -0.10
C 2.21752 2.49659 -0.97401 0.3637 -0.2392 -0.1339 -0.06
C 4.43647 -1.01189 3.33534 -0.1300 -0.1494 -0.0532 -0.25
C 3.42268 2.78963 -0.06174 0.0779 -0.2233 -0.3086 -0.17
C -2.81465 4.65817 0.76228 0.2656 0.2884 0.5686 -0.19
C -11.37694 -3.69141 -4.26724 0.0204 -0.0678 0.0046 -0.26
C -2.56759 5.57877 -0.45087 -0.3010 -0.3165 -0.2125 -0.18
C -0.28429 4.38746 1.26518 -0.0231 -0.4571 0.1427 -0.12
C -6.94659 -2.07197 -2.26018 -0.1099 0.0174 -0.0818 -0.27
C -2.25937 3.71018 -3.66125 -0.2351 -0.1012 -0.1969 -0.21
C -3.72592 0.05893 1.93959 0.0651 0.0550 0.0745 -0.28
C 0.65572 2.15666 8.81884 0.0192 0.0754 -0.0094 -0.27
C 8.95021 -6.25914 6.57872 0.0455 -0.0125 -0.0480 -0.27
C 5.11815 -3.98567 7.96360 0.0391 0.1270 0.0421 -0.28
C -2.22550 5.10607 -3.01053 0.5417 -0.3714 0.1836 -0.17
C 8.77726 -7.89951 8.68011 0.0487 -0.0436 0.0248 -0.27
C 4.61151 0.49162 -3.92712 -0.0917 -0.0860 0.0755 -0.24
C 3.29143 -4.05419 6.02304 -0.0080 0.0042 -0.0722 -0.26
C 5.63489 -2.01515 -7.09473 -0.0630 0.0149 -0.0048 -0.27
C 0.80656 3.34592 0.97439 -0.3859 0.1540 0.7063 -0.21
C -4.01748 2.45324 -2.34561 0.1355 -0.2729 -0.4015 -0.23
C -1.63452 5.06786 -1.57218 -0.3396 0.5448 -0.3200 -0.20
C 4.07461 1.05249 4.96587 -0.1237 0.0083 0.2004 -0.26
C -3.64111 3.04426 -3.71042 0.4261 0.2704 0.4920 -0.20
C 4.12151 2.16348 -5.94230 -0.2117 0.1410 -0.1154 -0.24
C 1.21881 -1.68696 -2.69576 0.0478 -0.0592 0.0740 -0.26
C 0.41534 0.80492 6.52643 0.0097 0.0408 -0.0271 -0.27
C 0.54436 -0.17458 -4.79780 -0.8172 -1.3410 -0.3353 -0.27
C -7.11801 -3.54060 -4.48318 -0.0438 -0.0125 -0.0494 -0.27
C -1.66917 3.72821 1.16237 -0.0211 0.0900 -0.6155 -0.20
C 2.15656 3.56212 1.67757 0.2176 -0.2476 -0.1322 -0.13
H 2.01474 1.42716 -1.00276 -0.2374 0.0224 0.0906 0.13
H -6.89339 -1.67245 2.48178 0.0161 -0.0116 -0.0321 0.05
H -3.54849 5.76437 -0.89244 0.0192 0.0827 -0.0044 0.11
H -3.28611 -0.33932 2.85409 0.0073 -0.0064 -0.0039 0.05
H -7.11446 -4.51559 -4.96729 0.0265 -0.0208 0.0413 0.05
H 5.15778 1.16363 4.99906 -0.0001 -0.0088 -0.0282 0.07
H 5.83443 -4.18726 7.17012 -0.0323 -0.0142 -0.0398 0.04
H 0.18264 2.67018 -0.84854 -0.0656 0.0818 -0.1762 0.15
H -0.15202 0.51379 -5.27213 -0.0604 0.0270 0.0342 0.06
H -8.08846 -3.05830 -4.61321 0.0282 0.0381 0.0288 0.02
H -12.30075 -3.97567 -3.76354 0.0049 0.0081 0.0137 0.06
H -3.02784 5.31383 1.61310 -0.0824 -0.0696 -0.0039 0.12
H 10.00874 -6.14037 6.80926 -0.0033 0.0151 0.0049 0.05
H -2.12245 1.50967 -1.74867 0.0525 -0.0104 -0.0479 0.03
H -1.58333 5.72871 -3.63496 -0.1092 0.1795 0.0777 0.10
H 4.41250 0.15862 -2.90923 -0.0035 0.0215 0.0120 0.04
H -6.81860 -2.00185 -1.18568 0.0482 0.0049 0.0368 0.02
H 4.69988 -4.91973 8.33300 0.0160 -0.0265 -0.0215 0.05
H -3.21058 5.57200 -2.99906 -0.0662 -0.0608 -0.0527 0.11
H 0.88954 4.12298 -0.95547 0.2191 0.0626 0.0732 0.17
H -3.15181 0.48696 -2.76130 0.1182 0.0652 -0.0699 0.07
H 3.90827 1.26292 -6.51453 0.0381 -0.0276 0.0159 0.06
H 2.18527 -1.18174 -2.69784 0.0102 0.0289 -0.0253 0.03
H 7.14669 -1.93589 -9.50528 0.0163 0.0029 0.0093 0.06
H 8.59400 -5.38448 6.03815 -0.0173 0.0096 0.0296 0.05
H -1.91080 3.22409 2.09901 0.0318 -0.0069 0.0289 0.12
H -0.20463 5.24626 0.59490 0.1172 0.0323 0.0661 0.11
H -4.22074 1.01153 2.13300 -0.0417 -0.0174 -0.0247 0.06
H -4.38967 3.78237 -4.00585 -0.0119 -0.0757 -0.2039 0.11
H -1.81480 3.75729 -4.65698 -0.1542 0.0311 -0.0729 0.11
H 4.29248 2.98041 -0.68828 0.0016 0.2218 0.0793 0.13
H -3.58743 0.76026 -1.09804 0.0823 -0.0051 0.0335 0.05
H -7.93322 -1.70449 -2.54628 0.0060 -0.0548 -0.0582 0.06
H 2.08161 4.32959 2.44326 0.0298 0.2204 -0.1937 0.14
H 3.59918 2.00506 5.19646 0.0145 0.0237 -0.0792 0.05
H 3.57229 3.00852 -6.35366 -0.0304 0.0073 0.0517 0.06
H 8.29931 -8.17780 9.61674 -0.0217 0.0311 -0.0014 0.05
H 8.78381 -7.15651 5.98315 -0.0332 -0.0082 0.0289 0.06
H -10.52674 -4.13628 -3.75044 0.0147 0.0440 0.0389 0.04
H 5.60438 -3.45299 8.77898 -0.0368 0.0284 -0.0025 0.06
H 7.72340 -0.25213 -9.51550 0.0146 0.0041 0.0358 0.05
H -2.95120 0.18768 1.18573 -0.0148 -0.0391 -0.0299 0.03
H -1.60890 2.93131 0.40824 -0.0990 -0.0570 0.0416 0.09
H 4.13783 -4.25058 5.36436 0.0246 0.0064 0.0345 0.06
H 9.84118 -7.73194 8.84686 -0.0058 0.0108 0.0137 0.06
H 3.75385 0.28313 5.67090 0.0913 -0.0208 0.0099 0.03
H -11.39136 -4.01045 -5.30955 0.0082 0.0441 -0.0112 0.06
H 5.48127 -2.11273 -6.02180 0.0405 -0.0080 0.0111 0.04
H 3.64781 1.90303 0.54027 -0.0503 0.0798 0.1453 0.11
H -0.14688 2.78131 8.42652 -0.0239 -0.0382 -0.0034 0.06
H 2.92575 -4.98295 6.45923 -0.0014 0.0044 0.0075 0.06
H -3.92295 3.20003 -1.55069 -0.1904 0.1511 -0.0861 0.09
H -0.74963 5.71513 -1.57110 0.1663 -0.2389 0.0533 0.10
H -2.22311 6.55575 -0.11134 0.0834 -0.0358 0.0676 0.11
H 5.19045 2.36977 -5.95940 0.0041 -0.0775 0.0148 0.05
H 5.50827 -0.82524 3.39402 -0.0041 0.0299 0.0095 0.06
H -1.61700 3.03114 -3.09098 0.2020 0.0702 -0.1501 0.08
H 1.39152 1.19384 6.23836 -0.0100 -0.0406 -0.0160 0.02
H -1.32304 4.03563 -1.40756 -0.0504 0.0665 0.2182 0.06
H -3.60879 2.23832 -4.44540 -0.2115 0.0097 -0.0485 0.11
H -12.67651 -0.42042 -5.27131 0.0316 0.0028 0.0225 0.05
H 0.40383 2.38881 1.31261 0.1606 -0.1205 -0.0883 0.16
H 4.34515 -0.29274 -4.63419 0.0124 -0.0019 -0.0298 0.05
H 5.97197 -0.58093 -9.47327 -0.0052 0.0085 0.0391 0.06
H 2.42549 2.62753 2.17556 0.0072 0.0340 0.0594 0.07
H -13.53000 -1.85013 -4.64067 0.0088 0.0060 0.0159 0.05
H -5.06119 2.13727 -2.39699 -0.0050 0.0322 0.2193 0.11
H 2.48961 -3.56887 5.46895 -0.0107 0.0198 0.0316 0.05
H 1.21566 -2.51508 -3.40410 -0.0351 0.0175 -0.0199 0.06
H 0.63630 2.17154 9.90631 -0.0052 -0.0345 0.0020 0.05
H -12.56303 -1.96944 -6.14599 0.0362 -0.0072 0.0091 0.06
H -6.32735 -2.91965 -4.90455 0.0157 -0.0090 0.0050 0.05
H 4.10861 -1.59545 4.19598 0.0389 0.0666 0.0481 0.03
H -6.37649 -0.00344 2.83585 0.0115 0.0047 -0.0380 0.06
H 5.86855 -2.99203 -7.51687 0.0075 -0.0006 0.0113 0.06
H 4.20147 -1.53244 2.40830 -0.0127 0.0436 -0.0189 0.05
H -0.37090 1.52414 6.29497 -0.0238 -0.0063 0.0499 0.06
H -0.11877 4.74235 2.28235 -0.0195 0.1514 -0.0308 0.13
H 0.58837 -1.10532 -5.36331 -0.3731 -0.2144 0.0802 0.06
H -3.70896 4.04718 0.63701 0.0079 -0.0032 -0.1779 0.10
H 0.99798 -2.05668 -1.69648 -0.0222 -0.0209 0.0133 0.05
H 4.74333 -1.59865 -7.56466 0.0221 0.0210 -0.0152 0.06
H 0.22954 -0.12840 5.99960 0.0321 -0.0088 0.0113 0.05
H 1.62610 2.50585 8.46495 0.0092 -0.0143 0.0154 0.05
H -6.16454 -1.49257 -2.75037 0.0292 -0.0067 0.0255 0.06
H 5.66296 0.75701 -4.03422 -0.0350 0.0189 -0.0591 0.06
H -5.52754 -1.39311 3.58875 0.0026 -0.0206 -0.0110 0.06
H 2.39764 2.79378 -2.00262 -0.0961 0.1678 -0.0012 0.08
H 1.52887 0.29077 -4.73172 -0.9551 -1.0463 -0.3688 -0.05
H 8.62103 -8.68140 7.93749 -0.0325 0.0276 -0.0180 0.06
```
Positions in Å, forces in eV/Å.